# 1
Entry from the Open Molecules 2025 dataset: C64H88BrN2O2P3RuS2Si as an isolated structure (ωB97M-V/def2-TZVPD).

Values from the calculation:
**Multiplicity**: 2
**Kohn-Sham gap (alpha / beta)**: 5.9 / 6.1 eV
**ΔE to the lowest compared entry with this formula, charge and spin**: 164.4 kJ/mol
**Total energy**: -7529.69804 Ha
**Molar mass**: 1283.5 g mol⁻¹
**Total charge**: +3
**HOMO (alpha / beta)**: -14.873 / -14.873 eV
**LUMO energy (alpha / beta)**: -8.924 / -8.809 eV

```
164
C64H88BrN2O2P3RuS2Si, DFT ωB97M-V/def2-TZVPD
H -0.703 1.990 -6.081
C -6.285 1.364 2.282
C -2.886 -2.517 -6.226
C -0.639 0.829 3.298
H -1.401 3.848 2.806
C 2.464 1.397 -2.576
H -0.215 0.728 -4.948
H 3.307 -5.645 -1.083
C -0.440 4.781 -0.642
H 0.783 -2.424 2.569
H -0.082 -2.022 -4.271
H 2.209 0.456 -2.082
H -3.500 -3.639 -3.849
C -7.139 0.311 4.269
H -1.970 -3.324 -2.998
C 2.178 -3.860 1.820
H 4.037 1.724 -0.057
H -2.584 -3.483 -6.626
H 0.357 2.450 5.793
C 5.766 -2.714 1.787
C -3.772 -1.216 3.434
C 3.963 2.785 0.166
H 2.566 5.207 0.084
H 3.294 4.918 1.649
C -0.299 3.475 0.136
C 0.069 2.701 4.764
C -2.152 -2.277 -4.897
C -1.618 -0.124 2.947
H 3.507 1.611 -2.360
C -0.506 4.100 4.734
C 6.707 -0.395 -2.779
Br -0.609 -0.204 -1.855
H -1.772 2.151 -3.254
P 1.189 2.410 -0.299
H -3.396 0.478 -6.885
C -1.212 4.538 3.617
C -2.390 2.309 -4.133
H 3.943 -6.040 3.701
H 1.144 -3.064 4.940
H -0.935 0.316 -6.514
H 4.229 -3.612 -0.583
C 1.683 -3.567 4.151
H -3.168 2.209 -6.701
C 6.325 0.121 -0.085
C 1.481 -3.210 2.831
C -1.691 5.832 3.552
H -2.126 2.218 5.860
C 1.339 -4.806 -0.861
H -5.327 0.635 -1.471
P 4.021 -1.315 0.186
H 2.531 -7.574 -2.377
H 3.299 -0.698 2.938
H 4.718 3.021 0.915
H -4.404 1.394 -5.764
C 1.560 2.549 -2.126
H -4.072 -2.670 -2.037
H -3.880 -1.995 4.193
H 2.486 2.598 1.684
H -3.964 -2.533 -6.097
N -2.636 -0.393 3.783
C 2.473 4.625 0.997
H -4.890 1.449 -2.954
C 4.127 -1.394 2.971
H -2.230 6.164 2.678
C -6.009 -0.487 4.333
H 0.567 2.411 -2.578
C -5.562 -1.058 -3.626
C 5.613 -0.941 -2.129
C 2.575 -4.582 4.463
S 0.926 0.776 2.521
H -3.397 2.561 -3.823
C -5.017 -0.367 3.370
H 3.575 -5.422 1.349
C -3.400 1.291 -6.166
H -0.112 3.710 1.193
H 0.134 -7.833 -2.898
H -2.639 -1.762 -6.966
H -6.401 2.077 1.479
H -0.709 -4.205 -0.791
Ru 0.498 0.144 0.294
H -8.155 1.861 3.200
C -2.435 -3.466 -3.969
C 4.654 -1.830 4.173
Si -2.798 -0.596 -4.121
H 1.899 4.016 -3.646
H -3.645 0.235 5.483
H -1.341 5.286 -0.301
C 3.260 -5.242 3.455
H -1.961 -0.268 5.754
C -0.963 1.012 -5.683
H 3.212 3.911 -2.493
C -2.361 1.080 -5.052
H -5.907 -1.214 5.125
C 7.405 0.677 -0.745
H -1.557 1.742 0.579
C -4.074 -1.640 -1.703
C -0.312 4.971 5.800
C 6.289 -3.144 2.990
H -2.416 3.288 0.507
H -2.010 -4.363 -4.415
H 6.209 -3.020 0.849
H -6.408 -1.076 -2.944
H -2.908 2.238 4.268
H 1.550 4.891 1.504
H 0.211 4.639 6.683
C 3.460 -2.848 -0.658
C -0.642 -2.266 -5.169
H 4.929 -1.570 -2.680
H -3.651 1.098 -1.735
H -0.371 -1.575 -5.957
H -1.843 7.715 4.556
H -5.792 -0.352 -4.419
H 8.100 1.303 -0.206
C -1.619 2.702 0.050
C -0.445 -6.040 -1.882
H 2.369 1.257 -3.650
C -2.184 1.706 4.899
H -3.573 -1.681 2.466
C -4.298 -0.649 -2.854
H 7.137 -3.808 2.999
H -4.383 0.653 1.596
H 6.866 -0.610 -3.823
C 0.470 -6.983 -2.324
C 5.729 -2.705 4.181
P 1.865 -3.365 0.106
C 2.131 3.888 -2.591
C 3.060 -4.890 2.133
H -0.644 6.937 6.566
H -5.471 -2.046 -4.065
C -0.796 6.266 5.736
C 4.677 -1.847 1.780
H -1.495 -6.159 -2.101
H -1.903 2.509 -0.983
H 0.391 5.458 -0.475
N -0.873 1.719 4.290
C -1.475 6.703 4.609
C -7.274 1.241 3.247
H 4.190 3.364 -0.724
H 2.722 -4.872 5.492
O 0.873 -2.261 0.004
H 6.142 -3.038 5.119
C 7.595 0.419 -2.093
H -2.002 3.163 -4.684
H 8.447 0.840 -2.605
C -2.637 0.259 5.072
H -7.914 0.202 5.011
H -3.143 -1.439 -1.180
C 2.587 3.128 0.727
O 2.919 -0.308 0.289
H 4.234 -1.482 5.103
C -5.158 0.566 2.345
H -0.548 4.602 -1.708
H 6.181 0.270 0.977
C 5.425 -0.682 -0.777
C -4.546 0.726 -2.222
C 2.256 -5.752 -1.302
H -0.346 -3.259 -5.497
S -1.517 -0.924 1.421
C -0.012 -4.950 -1.147
H 0.968 2.651 4.141
H 1.721 4.737 -2.057
C 1.818 -6.840 -2.034
H 3.242 -2.636 -1.711
H -4.888 -1.532 -0.989
```

# 2
Entry from the Open Molecules 2025 dataset: C65H104N15OPb as an isolated structure (ωB97M-V/def2-TZVPD).

Values from the calculation:
**Kohn-Sham gap**: 3.4 eV
**Total energy**: -3627.71710 Ha
**Molar mass**: 1318.9 g mol⁻¹
**Total charge**: +1
**HOMO**: -9.082 eV
**LUMO energy**: -5.714 eV

```
186
C65H104N15OPb, DFT ωB97M-V/def2-TZVPD
H -7.959 7.164 -3.742
H 2.964 0.953 1.977
H -2.526 -1.958 8.892
C 6.376 6.661 -0.273
C 8.013 -5.394 3.184
C -6.677 7.619 -5.330
C 5.846 -3.606 9.162
C -1.501 -2.695 7.037
H 4.345 -0.988 1.291
C 2.420 -0.604 0.307
H -6.371 -0.449 1.172
H -1.219 -10.935 3.943
C -0.728 -3.822 6.794
C -1.687 1.393 -10.740
C 0.233 -8.250 3.243
C -1.451 1.160 -9.375
H -4.132 6.273 8.521
H 5.664 4.979 0.784
C 5.650 7.721 0.609
C 5.823 -2.206 9.747
H -1.938 -7.780 -4.718
H -10.200 7.917 -4.952
H 4.351 0.150 -0.011
H 2.522 -7.407 -1.142
H -0.136 6.329 -8.979
H 6.114 -5.730 4.508
H -1.667 -1.915 6.309
H 9.492 -4.510 1.746
H 3.261 -0.669 7.843
H 1.226 -10.422 5.388
H -8.393 -2.976 -6.581
C 3.584 -7.605 -1.000
H 0.478 7.242 -7.610
H -0.647 7.168 3.028
C -0.467 -10.159 3.952
Pb 5.721 -0.347 -4.489
H 6.681 -1.731 9.271
C -0.816 7.989 2.346
N -4.581 6.171 -4.865
H 2.028 -8.101 4.485
C -1.184 -6.088 -3.491
H 1.030 2.587 0.330
H 4.498 5.502 -0.297
C -9.211 8.087 -5.378
H 0.282 -7.370 2.620
H -8.160 6.111 -4.884
H -2.539 1.892 -11.178
H 7.380 6.432 0.084
H 3.470 -7.322 -4.018
H 1.878 -2.567 -0.457
H -0.756 4.497 6.115
H 6.343 7.006 -1.306
H -6.752 -2.089 0.620
H 0.555 5.095 -6.252
H -1.611 6.280 7.737
C 1.820 -2.032 0.491
H -9.374 7.823 -6.423
C -7.667 -3.030 -4.558
N 5.817 -4.693 8.715
H -0.780 -0.671 -2.034
C 0.468 1.653 0.347
H 0.018 -4.298 -3.374
H 5.425 -8.359 -2.013
C -8.009 7.189 -4.831
H -1.364 6.757 0.681
H 1.159 0.041 -10.712
C 0.572 1.847 -2.217
H -9.614 -1.033 1.494
C 8.477 -4.350 2.111
H -0.032 -3.976 -5.743
C -0.494 9.410 2.290
H -9.029 9.158 -5.294
H 8.795 -5.619 3.910
C 4.358 -1.688 9.487
N -0.899 -4.651 7.914
C -3.813 5.581 7.742
C -2.295 5.432 7.702
N -6.784 -2.299 -3.848
H -8.323 -3.712 -4.037
H 4.109 -6.687 -0.734
H 5.660 7.389 1.647
C 3.974 -1.473 8.029
H 2.550 5.630 -7.945
C -8.955 -0.420 2.108
C 0.506 5.183 -7.337
C 1.154 -8.648 4.164
N -0.717 -9.176 3.118
C 0.721 -9.887 4.597
C 2.185 0.290 1.601
H -2.356 4.397 5.629
H 0.765 -1.862 0.705
H 7.835 -6.274 2.566
H 3.702 -8.366 -0.228
H -1.441 -6.069 -6.817
H 4.271 -1.557 -0.408
H -0.211 10.128 3.046
H -0.120 -4.160 5.968
H -7.338 -0.681 3.321
H 1.563 2.299 -2.240
N 0.214 0.304 -10.473
O 2.128 -0.694 -2.180
C -5.522 6.788 -5.071
C 3.927 -0.804 0.301
H 6.121 -2.255 10.794
N 5.940 3.812 -2.243
H 3.666 -2.437 7.624
C 8.727 -3.025 2.633
H -1.146 6.434 -7.569
C -0.653 -0.082 -1.126
C -0.414 -4.883 -5.300
C -0.311 0.471 -9.226
C -0.935 8.717 0.260
N -0.511 -4.972 -3.909
H 2.222 -2.547 1.363
H 0.322 0.119 -8.424
H -0.410 0.809 -12.484
H -6.492 8.615 -4.926
H -1.643 -9.067 2.729
H -6.674 -0.907 -6.731
H 0.249 10.502 0.580
C -6.705 -1.436 1.492
H 7.736 -4.217 1.323
C -4.514 4.272 7.915
C 6.597 -4.998 3.861
H 3.785 -2.368 10.118
C -6.217 -1.339 -4.619
C 2.610 3.702 -7.334
H 0.738 1.385 2.533
H -1.067 8.649 -0.810
N 5.285 -4.913 -3.242
H 4.579 7.788 0.415
H -2.145 1.370 -8.575
C -1.761 4.510 6.536
C -1.449 -6.819 -4.650
H -2.011 3.487 6.817
H -1.805 -4.495 9.808
H -8.574 0.458 1.587
C 0.627 0.847 -0.982
C 5.580 5.403 -0.217
C -1.581 -3.970 8.891
N -10.412 0.784 3.986
C 1.852 4.797 -8.024
C -0.627 0.858 -11.427
H -0.566 1.976 0.467
C -1.202 -5.971 -5.768
H -2.078 4.818 8.576
H -8.238 -2.235 2.937
H -1.622 0.391 -0.969
H 5.903 -4.645 3.098
N 1.885 0.055 -0.942
H 1.817 4.723 -9.111
H -5.872 -2.001 1.909
C -9.799 0.290 3.134
N 8.832 -1.956 3.066
C 4.376 -8.177 -2.247
C -0.107 6.366 -7.890
H -0.145 4.311 -7.398
N -1.218 7.668 1.091
H -6.594 -2.352 -2.857
H -0.673 -0.831 -0.334
H 0.582 1.306 -3.164
C -7.823 -1.298 2.564
C -6.843 -1.486 -5.835
H 2.318 -0.393 2.440
N 3.108 2.794 -6.780
H -4.159 6.007 6.800
H 5.880 8.772 0.433
C 4.934 -6.016 -3.401
H -0.278 2.525 -2.291
H 0.045 -0.019 1.588
C -7.745 -2.526 -5.843
C 4.460 -7.359 -3.562
H 4.016 -9.194 -2.403
C -1.916 -2.688 8.380
H -0.446 -5.535 8.097
C 5.766 4.461 -1.315
C 0.770 0.794 1.618
H -6.631 7.598 -6.419
H 5.121 -7.821 -4.295
H -5.507 -0.565 -4.367
H 4.257 -0.730 9.998
H -1.465 -6.347 -2.481
C -0.295 9.656 0.973
N -5.009 3.222 7.994
H 4.892 -1.365 7.451
H 6.735 -4.101 4.465
```

Question: Number 2 is which compound?
Answer: C65H104N15OPb

Question: total energy of number 1 (C64H88BrN2O2P3RuS2Si)?
Answer: -7529.69804 Ha